(P)
48
Properties=species:S:1:pos:R:3 method="wB97M-V/def2-TZVPD" smiles="CCC(CC)c1nnc(NC(=O)COc2ccc3c(C)cc(=O)oc3c2)s1" gap_ev=8.7501 total_charge=0
S -1.588 2.190 -0.896
O 1.581 -0.943 -1.643
O 3.343 3.138 0.067
O 0.575 -2.766 -2.386
O 0.422 3.701 -1.851
N -1.932 1.071 1.378
N -0.835 1.805 1.527
N 0.651 3.162 0.336
C 1.335 -2.292 -1.579
C 3.918 1.098 1.055
C 2.500 1.060 -0.889
C -0.509 2.437 0.449
C -5.701 -0.911 0.536
C 3.821 -0.265 1.168
C 2.377 -0.322 -0.750
C 3.242 1.777 0.032
C -3.099 -0.801 -1.170
C -2.458 1.126 0.209
C 2.019 -3.027 -0.536
C 1.119 3.598 -0.870
C 3.527 -3.226 1.429
C -3.622 0.326 -0.253
C -4.436 -0.170 0.947
C -2.225 -1.822 -0.451
C 2.617 3.899 -0.874
C 3.032 -1.011 0.282
C 2.838 -2.438 0.364
H -4.707 0.699 1.551
H 2.990 3.747 -1.894
H 2.785 4.943 -0.594
H -3.807 -0.807 1.567
H 1.826 -4.088 -0.520
H 3.284 -4.281 1.337
H -1.464 -1.325 0.147
H 1.263 3.139 1.142
H 4.606 -3.106 1.350
H -6.295 -1.148 1.416
H -2.817 -2.452 0.208
H -4.257 0.976 -0.867
H -3.949 -1.304 -1.631
H 1.980 1.519 -1.714
H 4.345 -0.767 1.964
H 4.504 1.676 1.751
H -1.727 -2.457 -1.180
H -5.465 -1.842 0.028
H -6.306 -0.298 -0.129
H -2.518 -0.339 -1.973
H 3.217 -2.879 2.414

(Q)
48
Properties=species:S:1:pos:R:3 method="wB97M-V/def2-TZVPD" smiles="CCn1cc(C(=O)NCc2csc(C)n2)c2cc(OC)c(OC)cc2c1=O" gap_ev=8.3240 total_charge=0
S -0.514 -6.286 -0.443
O -2.917 -0.800 0.622
O 3.163 -0.944 1.682
O -3.695 1.728 -0.331
O 0.801 4.303 -0.491
N 2.434 2.718 -0.282
N 1.861 -2.027 0.207
N -0.058 -3.700 -0.622
C -2.065 -4.332 -1.785
C 3.491 3.660 -0.656
C 0.384 0.807 0.304
C 0.901 -5.623 0.364
C -2.004 0.192 0.404
C 2.086 -3.411 0.674
C -0.631 -0.129 0.570
C 3.815 4.548 0.555
C 0.018 2.117 -0.083
C -4.039 2.969 -1.006
C -1.343 2.431 -0.273
C -2.366 1.488 -0.072
C 1.803 0.454 0.374
C -3.975 -0.494 1.542
C 2.273 -0.893 0.848
C 0.989 -4.254 0.139
C 2.786 1.414 0.083
C 1.094 3.102 -0.252
C -0.843 -4.645 -0.980
H 2.117 -3.481 1.764
H -3.749 0.399 2.147
H -0.425 -1.179 0.871
H -2.919 -4.986 -1.490
H 3.837 1.122 0.184
H -3.391 3.113 -1.851
H -1.615 3.445 -0.591
H -2.351 -3.262 -1.635
H 1.120 -1.922 -0.452
H 3.992 3.933 1.465
H 4.749 5.094 0.354
H 4.403 3.114 -0.964
H -1.851 -4.532 -2.843
H 3.176 4.300 -1.504
H 3.039 -3.752 0.291
H -4.878 -0.221 0.951
H -3.975 3.791 -0.327
H 3.021 5.276 0.719
H -4.243 -1.359 2.177
H 1.556 -6.189 1.022
H -5.063 2.901 -1.381

Relative to the most stable structure, the computed energies are (P) 0.0000; (Q) 0.0264, all in hartree.

(P)
83
Properties=species:S:1:pos:R:3 method="wB97M-V/def2-TZVPD" smiles=OCCO.OCCO.OCCO.OCCO.OCCO.OCCO.OCCO.OCCO.O gap_ev=9.8071 total_charge=0
O -2.748 -0.880 -1.842
O -0.335 -3.015 -3.529
O -3.057 1.647 -0.274
O -0.877 -1.612 1.896
O 0.332 4.740 -3.579
O 1.296 -0.898 -4.426
O 0.037 -6.316 1.158
O 0.026 1.782 -4.020
O -2.479 1.955 2.333
O 2.678 0.743 3.770
O 1.770 -1.078 -1.613
O 0.014 0.273 0.154
O -0.401 -2.054 4.730
O 1.854 5.549 1.002
O 1.401 2.573 0.525
O 4.459 -0.799 1.931
O 0.745 -3.535 0.560
C 2.292 -0.024 2.645
C -1.684 -2.552 -3.257
C 0.501 2.418 -2.849
C 2.568 -1.243 -3.871
C 3.347 0.008 1.530
C -0.244 -4.283 -0.133
C -0.888 -5.261 0.850
C -0.211 3.745 -2.695
C -1.631 -1.008 2.968
C 2.722 -0.535 -2.530
C -1.505 -1.376 -2.313
C -4.101 1.487 0.671
C -1.687 -2.006 4.130
C 1.142 3.360 1.690
C 0.724 4.759 1.336
C -3.811 2.281 1.938
H 2.907 -0.456 0.647
H 1.972 3.281 2.394
H -0.026 4.684 0.538
H -0.739 -0.819 1.324
H -2.593 -0.141 -1.235
H -4.163 0.446 1.013
H -5.031 1.750 0.179
H -1.978 -2.978 3.732
H 0.309 1.192 0.323
H 1.587 6.467 0.915
H 1.374 0.404 2.229
H -0.913 -1.656 -1.439
H -2.208 2.578 3.012
H 0.829 -0.212 -0.067
H 0.151 -2.615 4.177
H 0.270 -2.807 0.995
H 0.843 -5.809 1.349
H 2.131 -1.073 2.908
H -1.815 -5.698 0.477
H 0.200 5.259 2.161
H -1.036 -3.659 -0.575
H -2.218 -2.274 -4.174
H -3.897 3.370 1.831
H 0.556 4.341 -4.425
H 3.326 -0.841 -4.552
H -1.115 -0.114 3.320
H 2.605 -2.333 -3.898
H 0.682 -1.591 -4.115
H -1.270 3.678 -2.952
H 0.179 -4.774 -1.012
H -2.629 -0.806 2.568
H -2.271 -3.404 -2.894
H 1.901 0.972 4.283
H 0.288 2.869 2.162
H -2.441 -1.638 4.824
H -0.382 -3.970 -3.618
H 2.473 0.515 -2.703
H -2.224 1.591 0.220
H 3.703 1.001 1.244
H 1.563 2.640 -3.020
H -0.992 -0.605 -2.896
H 2.110 2.965 0.002
H -0.083 4.176 -1.703
H -4.519 2.028 2.738
H 0.391 0.884 -4.045
H 4.903 -0.316 2.637
H 2.018 -2.002 -1.472
H -1.140 -4.687 1.747
H 0.423 1.860 -1.910
H 3.740 -0.520 -2.125

(Q)
83
Properties=species:S:1:pos:R:3 method="wB97M-V/def2-TZVPD" smiles=OCCO.OCCO.OCCO.OCCO.OCCO.OCCO.OCCO.OCCO.O gap_ev=10.1672 total_charge=0
O -0.223 0.171 3.063
O -1.128 4.670 -0.680
O -1.793 -5.104 -1.217
O 3.284 -0.110 0.349
O 2.493 2.111 -4.798
O -1.787 -0.272 0.285
O 2.631 0.651 -2.326
O 3.630 -2.382 1.894
O -2.439 -7.962 0.067
O -4.125 1.067 0.222
O -3.257 -2.563 -0.803
O -0.165 2.958 2.731
O 0.932 -2.605 3.074
O 1.248 -3.640 0.219
O 0.532 1.853 0.382
O -3.018 2.064 -2.299
O 1.805 4.216 0.200
C 0.104 5.356 -1.110
C 3.472 1.733 -2.654
C 4.609 -1.361 1.888
C 1.100 5.435 0.009
C -4.394 1.907 -1.994
C 3.948 0.006 1.604
C -4.710 2.137 -0.464
C 0.091 2.420 3.953
C -0.797 0.140 -0.687
C 0.006 -3.451 2.396
C 2.628 2.667 -3.501
C 0.677 1.029 3.741
C -2.330 -6.273 -1.785
C 0.098 -3.087 0.872
C -1.815 -7.592 -1.197
C -0.506 1.683 -0.505
H 4.627 0.837 1.548
H -3.405 -6.247 -1.618
H -1.430 -0.052 1.153
H 0.261 -1.999 0.755
H 0.100 -0.461 -0.587
H -4.457 3.154 -0.079
H 3.083 3.715 -3.604
H 1.213 3.492 0.231
H 0.160 2.067 1.282
H 5.364 -1.537 1.154
H 0.208 -0.697 3.030
H 0.333 -4.489 2.565
H -0.008 6.379 -1.474
H -0.730 -7.567 -1.092
H -1.437 2.218 -0.238
H -0.737 3.708 2.673
H -0.122 2.053 -1.437
H -2.208 -6.327 -2.889
H -0.767 -3.351 0.323
H 3.174 0.243 2.387
H -2.785 1.667 -3.138
H -1.231 -0.026 -1.673
H -1.013 -3.356 2.785
H 1.692 2.703 -3.070
H 2.166 2.833 -5.341
H 0.443 4.894 -1.993
H 3.182 -0.061 -2.000
H -4.707 0.872 -2.175
H -2.005 -7.401 0.698
H 2.646 0.566 0.115
H -1.303 4.040 -1.371
H -3.186 1.090 0.132
H -2.857 -1.701 -0.458
H 0.722 2.960 4.667
H -2.410 -4.403 -1.185
H 1.631 1.199 3.179
H -2.078 -8.351 -1.940
H -4.995 2.544 -2.606
H 1.043 -4.511 -0.199
H 1.821 -2.840 2.780
H 5.033 -1.331 2.821
H -5.773 1.906 -0.364
H 1.883 6.172 -0.139
H -4.199 -2.407 -0.779
H 4.372 1.434 -3.205
H -0.793 2.219 4.530
H 0.626 5.702 0.979
H 3.748 2.288 -1.803
H 1.045 0.658 4.734
H 3.260 -2.373 1.001

Relative to the most stable structure, the computed energies are (P) 0.0000; (Q) 0.0300, all in hartree.

(P)
48
Properties=species:S:1:pos:R:3 method="wB97M-V/def2-TZVPD" smiles="CC(C)[C@@H]1C(=O)N(O)C(=O)CN1S(=O)(=O)c1ccc(Oc2ccccc2)cc1" gap_ev=9.0710 total_charge=0
S -1.103 2.167 -1.821
O 0.105 -1.924 -0.094
O 1.111 1.903 3.467
O -0.078 2.600 -2.806
O -2.290 2.952 -1.981
O -4.038 -0.517 0.361
O -1.779 -1.727 1.599
N -1.891 -1.227 0.162
N -1.688 0.560 -2.215
C 0.580 2.040 2.305
C -0.621 -0.303 -4.692
C 3.244 -1.718 4.108
C -1.391 2.180 0.874
C 0.427 -2.411 -3.671
C -0.547 2.080 -0.228
C 1.404 1.964 1.196
C -0.873 2.157 2.203
C -0.775 -1.342 -3.529
C 0.816 2.125 -0.037
C -0.749 -1.243 -0.710
C 2.841 0.664 4.677
C 3.605 -0.539 4.804
C 1.493 -0.460 2.961
C -2.991 0.102 -1.739
C -0.624 -0.451 -2.114
C -2.987 -0.559 -0.322
C 1.722 0.694 3.724
C 2.272 -1.590 3.151
H 0.370 -0.010 -2.043
H -2.462 2.100 0.709
H 1.464 2.169 -0.962
H -3.487 -0.709 -2.273
H -1.815 -1.746 -3.570
H -1.334 0.500 -4.637
H 0.419 -3.054 -4.614
H 1.412 -2.014 -3.815
H -1.502 1.923 2.996
H 0.354 -3.122 -2.876
H 0.713 -0.578 2.272
H -0.740 -0.806 -5.657
H -0.814 -1.772 1.984
H 2.015 -2.444 2.544
H 3.862 -2.580 4.474
H -3.749 0.892 -1.660
H 0.323 0.150 -4.690
H 4.450 -0.538 5.523
H 2.936 1.609 5.248
H 2.391 1.852 1.412

(Q)
48
Properties=species:S:1:pos:R:3 method="wB97M-V/def2-TZVPD" smiles="COc1cccc(CN(C(=O)c2ccc([N+](=O)[O-])cc2)[C@@H]2CCS(=O)(=O)C2)c1" gap_ev=8.1922 total_charge=0
S -2.741 -0.034 2.875
O -3.565 0.020 4.047
O 2.084 1.946 1.783
O 2.163 3.239 -5.120
O -3.418 -0.187 1.610
O 3.746 1.797 -4.945
O -2.013 -4.368 -0.939
N 2.807 2.421 -4.500
N 0.167 0.881 1.226
C 0.992 2.621 -1.274
C 2.425 2.168 -3.131
C 3.135 1.238 -2.384
C 2.765 0.999 -1.075
C 1.680 1.670 -0.521
C -3.330 -3.925 -1.177
C -1.633 1.424 2.832
C -1.448 -1.310 3.050
C -0.178 -0.524 3.299
C 1.340 1.497 0.932
C -1.326 -2.106 -0.368
C 1.360 2.872 -2.580
C -1.081 -3.462 -0.556
C -0.637 0.207 0.227
C -0.304 -1.258 0.049
C -0.236 0.865 2.624
C 0.205 -3.961 -0.327
C 0.965 -1.764 0.276
C 1.212 -3.116 0.084
H -1.426 -1.881 2.128
H -3.894 -4.816 -1.447
H 0.698 -1.066 2.942
H -1.692 0.296 0.493
H 3.324 0.296 -0.478
H 0.841 3.602 -3.182
H -1.735 1.901 3.802
H -3.367 -3.208 -2.003
H 3.967 0.721 -2.836
H 0.381 -5.014 -0.476
H 1.758 -1.113 0.609
H 0.174 3.169 -0.830
H -2.309 -1.690 -0.518
H -1.956 2.098 2.046
H -0.059 -0.357 4.371
H -0.494 0.707 -0.736
H -1.726 -1.944 3.885
H -3.771 -3.472 -0.284
H 2.201 -3.510 0.262
H 0.508 1.505 3.115

Relative to the most stable structure, the computed energies are (P) 0.1163; (Q) 0.0000, all in hartree.

(P)
38
Properties=species:S:1:pos:R:3 method="wB97M-V/def2-TZVPD" smiles="CN(C)CC(N)=O.O.O.O.O.O.O.O" gap_ev=9.2291 total_charge=0
O 0.817 -3.957 0.627
O 0.600 2.181 0.338
O 0.721 -0.046 2.265
O -0.156 1.233 -3.756
O -1.625 3.817 1.228
O 2.172 -1.083 0.009
O -0.640 -2.220 2.571
O 3.256 0.700 1.842
N 1.502 0.681 -2.342
N -1.351 0.146 -0.986
C -0.680 -0.449 -2.144
C 0.221 0.594 -2.787
C -1.869 -0.897 -0.104
C -2.293 1.228 -1.315
H -2.553 -0.447 0.624
H 0.065 1.361 0.252
H 0.789 -4.277 -0.281
H 2.077 1.407 -2.734
H -2.100 2.060 -0.640
H 1.485 -0.685 0.570
H 2.832 0.461 2.673
H -0.404 -2.877 1.894
H -2.340 -1.712 -0.658
H 0.477 -0.959 2.547
H -1.102 -1.220 0.597
H -1.375 2.900 1.111
H 2.981 -0.895 0.507
H -3.333 0.915 -1.215
H 1.285 -3.107 0.594
H -0.068 -1.267 -1.765
H 1.886 0.042 -1.649
H 2.833 1.553 1.678
H -1.323 -0.845 -2.936
H -0.514 -2.656 3.424
H -0.149 0.361 2.194
H -1.074 4.285 0.594
H 1.014 2.032 -0.531
H -2.064 1.640 -2.295

(Q)
38
Properties=species:S:1:pos:R:3 method="wB97M-V/def2-TZVPD" smiles=OCNCCNCO.O.O.O.O.O.O gap_ev=9.7854 total_charge=0
O -2.679 1.606 0.893
O 3.375 -1.079 3.022
O 1.429 1.698 -3.229
O -1.175 -2.388 -3.425
O -3.516 -1.175 -2.535
O -0.079 -0.779 3.706
O -1.809 4.207 1.045
O 0.662 -1.406 -1.327
N 2.538 -0.851 -0.084
N -0.534 0.632 0.326
C -1.783 0.436 1.178
C 1.759 0.414 0.030
C 1.671 -1.959 -0.559
C 0.632 0.354 1.033
H 0.569 -0.785 1.453
H -0.283 -1.466 -1.078
H -1.623 0.414 2.315
H 2.444 1.145 0.330
H 1.226 0.843 -0.968
H -0.487 -2.099 -2.756
H -1.459 -1.609 -3.985
H 4.178 -0.618 2.895
H 0.929 -0.642 3.489
H 3.062 -1.246 2.075
H -0.620 1.613 0.203
H 0.928 0.899 1.992
H 1.069 -2.334 0.173
H -0.862 4.156 0.710
H 2.254 -2.685 -1.200
H -2.368 -0.371 0.787
H -3.191 -0.818 -1.756
H 0.897 1.725 -2.450
H -0.134 -1.501 4.314
H -1.763 4.424 1.894
H -4.409 -0.870 -2.623
H 3.182 -0.667 -0.866
H -2.236 2.362 1.230
H 1.335 0.721 -3.169

Relative to the most stable structure, the computed energies are (P) 0.0000; (Q) 0.1650, all in hartree.

(P)
19
Properties=species:S:1:pos:R:3 method="wB97M-V/def2-TZVPD" spin_multiplicity=2 gap_ev="6.6753 / 4.6351" total_charge=+2
O 0.874 2.862 1.844
O 0.215 -3.416 -2.237
N -0.659 1.047 0.711
C 0.191 0.114 0.042
C -0.416 -0.856 -0.891
C 1.394 -0.134 0.667
C -1.947 1.104 0.608
H 0.472 -1.328 -1.335
H 0.449 -4.352 -2.187
H -0.909 -1.736 -0.437
H -1.018 -0.363 -1.651
H 1.489 3.212 2.502
H -2.464 0.236 0.205
H -2.440 2.013 0.947
H 0.279 -3.221 -3.185
H 1.895 -1.107 0.595
H -0.241 1.719 1.428
H 0.650 3.663 1.370
H 2.187 0.543 1.005

(Q)
19
Properties=species:S:1:pos:R:3 method="wB97M-V/def2-TZVPD" spin_multiplicity=2 gap_ev="9.4231 / 5.5226" total_charge=+2
O -0.618 -0.596 -1.997
O 1.398 -3.102 -0.909
N 1.380 -0.266 -0.340
C -0.001 0.082 0.212
C -0.052 1.496 0.852
C -0.986 -0.034 -1.007
C -1.603 1.761 1.133
H 1.033 -3.432 -1.764
H 0.160 2.258 0.155
H 1.632 -3.831 -0.396
H 1.411 -1.277 -0.752
H -2.120 0.953 1.505
H -1.627 2.484 1.929
H 1.649 0.323 -1.105
H 0.673 1.555 1.641
H -2.022 0.404 -0.800
H -0.216 -0.792 0.898
H -2.175 2.207 0.268
H 2.084 -0.196 0.478

Relative to the most stable structure, the computed energies are (P) 0.0080; (Q) 0.0000, all in hartree.